Below is one molecule with the formula C8H8N2, with properties calculated with ωB97M-V/def2-TZVPD.

Structure (XYZ):
```
18
Properties=species:S:1:pos:R:3:nbo_charge:R:1
C 1.895 1.186 -1.264 -0.27
C -0.666 -0.517 2.188 -0.35
C 1.953 1.127 0.088 -0.05
C 0.558 0.191 1.872 -0.04
C 0.559 0.583 -1.529 0.07
C -1.499 -1.230 1.375 0.15
C -0.180 0.410 -2.702 -0.36
C -2.405 -1.819 0.706 -0.50
N 0.768 0.536 0.595 -0.12
N -0.016 0.171 -0.356 -0.29
H 2.782 1.545 -1.919 0.26
H -1.039 -0.489 3.125 0.23
H 2.656 1.617 0.855 0.23
H 1.128 0.520 2.667 0.21
H -1.148 -0.098 -2.754 0.21
H 0.344 0.621 -3.547 0.18
H -3.259 -1.367 0.079 0.23
H -2.433 -2.988 0.521 0.22
```

Summary:
Molar mass = 132.2 g/mol
Multiplicity = 1
E_tot = -418.950326 Ha
Gap between HOMO and LUMO (spin up / spin down) = 6.793 / 6.986 eV
ΔE to the lowest compared entry with this formula, charge and spin = 617.91 kJ/mol
Max |F| = 4.750 eV/A

***

Below is one molecule with the formula C2H4N2OS, with properties calculated with ωB97M-V/def2-TZVPD.

Structure (XYZ):
```
10
Properties=species:S:1:pos:R:3:nbo_charge:R:1
C -1.559 0.199 -0.134 -0.08
C 1.529 -0.564 -0.308 0.54
H -2.309 0.856 -0.533 0.20
H -0.369 1.857 -0.003 0.40
H 0.578 -0.308 1.460 0.40
H 1.364 -0.225 -1.357 0.12
N -0.372 0.844 0.070 -0.43
N 0.751 0.194 0.610 -0.48
O 2.261 -1.439 0.070 -0.54
S -1.875 -1.415 0.125 -0.13
```

Summary:
Molar mass = 104.1 g/mol
Multiplicity = 1
SMILES = O=CNNC=S
E_tot = -661.514196 Ha
Gap between HOMO and LUMO = 9.314 eV
ΔE to the lowest compared entry with this formula, charge and spin = 187.30 kJ/mol
Max |F| = 1.683 eV/A

***

Below is C50H128CuF8N2O56S20 as an isolated structure, with properties calculated with ωB97M-V/def2-TZVPD.

Structure (XYZ):
```
265
Properties=species:S:1:pos:R:3:mulliken_spin:R:1
Cu -29.574 0.756 -1.645 0.87
N -31.450 1.546 -1.277 0.02
S -32.871 1.306 -1.743 0.00
O -33.493 2.279 -2.659 0.01
O -33.769 0.407 -1.052 0.00
F -32.297 0.293 -2.812 0.00
S -32.064 2.540 0.014 0.00
O -32.876 1.975 1.053 0.00
O -32.290 3.926 -0.368 0.01
F -30.672 2.806 0.767 0.00
C -25.273 1.452 0.329 0.00
F -24.950 0.192 0.246 0.00
F -25.905 1.677 1.453 0.00
F -24.176 2.186 0.233 0.00
S -26.558 1.967 -1.114 -0.01
O -27.529 2.908 -0.531 0.01
O -25.726 2.498 -2.147 0.01
N -27.453 0.545 -1.617 0.03
S -26.389 -0.304 -2.400 0.02
O -26.908 -0.435 -3.783 0.00
O -24.954 -0.074 -2.281 0.01
C -26.695 -2.015 -1.701 0.00
F -27.854 -2.490 -2.029 0.00
F -25.675 -2.731 -1.999 0.00
F -26.680 -2.009 -0.348 0.00
O -28.936 6.616 2.683 0.00
S -27.783 6.784 1.739 0.00
O -26.980 5.650 1.320 0.00
O -28.192 7.744 0.486 0.00
C -29.160 8.779 0.737 0.00
C -28.821 9.634 -0.392 0.00
C -26.607 7.962 2.550 0.00
H -28.932 9.327 1.652 0.00
H -30.135 8.309 0.612 0.00
H -27.854 10.110 -0.228 0.00
H -29.543 10.450 -0.387 0.00
H -28.865 9.056 -1.315 0.00
H -25.765 7.320 2.811 0.00
H -26.960 8.550 3.397 0.00
H -26.083 8.523 1.777 0.00
O -19.186 5.073 4.094 0.00
S -20.015 4.641 5.199 0.00
O -21.010 5.558 5.761 0.00
O -20.785 3.313 4.736 0.00
C -20.171 2.154 4.292 0.00
C -20.847 1.008 5.031 0.00
C -18.931 3.973 6.609 0.00
H -19.105 2.052 4.497 0.00
H -20.314 1.990 3.224 0.00
H -20.175 0.157 4.919 0.00
H -21.790 0.743 4.553 0.00
H -21.110 1.312 6.045 0.00
H -19.189 2.917 6.693 0.00
H -19.456 4.424 7.451 0.00
H -17.890 4.289 6.540 0.00
O -21.514 -1.831 -1.950 0.00
S -21.384 -3.215 -2.510 0.00
O -20.193 -3.925 -2.174 0.00
O -22.767 -4.103 -2.102 0.00
C -22.770 -5.477 -2.455 0.00
C -24.106 -5.851 -3.123 0.00
C -21.691 -3.005 -4.310 0.00
H -22.752 -6.102 -1.562 0.00
H -21.904 -5.831 -3.012 0.00
H -24.414 -5.187 -3.931 0.00
H -24.934 -5.707 -2.429 0.00
H -24.030 -6.864 -3.518 0.00
H -21.558 -4.049 -4.593 0.00
H -20.939 -2.276 -4.614 0.00
H -22.701 -2.613 -4.429 0.00
O -19.527 3.910 -0.189 0.00
S -18.309 3.344 -0.781 0.00
O -18.309 2.373 -1.848 0.00
O -17.342 4.618 -1.357 0.00
C -17.171 5.765 -0.455 0.00
C -15.840 6.345 -0.866 0.00
C -17.167 2.747 0.599 0.00
H -17.318 5.794 0.624 0.00
H -18.003 6.382 -0.796 0.00
H -15.876 7.433 -0.913 0.00
H -15.480 6.065 -1.856 0.00
H -15.011 5.925 -0.296 0.00
H -16.946 3.552 1.300 0.00
H -16.128 2.589 0.308 0.00
H -17.680 1.876 1.006 0.00
O -20.029 2.102 -5.378 0.00
S -20.600 2.785 -4.254 0.00
O -19.879 3.843 -3.506 0.00
O -22.036 3.436 -4.738 0.00
C -22.867 4.096 -3.789 0.00
C -23.951 4.826 -4.561 0.00
C -21.264 1.558 -2.919 0.00
H -22.381 4.719 -3.038 0.00
H -23.394 3.334 -3.213 0.00
H -23.449 5.395 -5.343 0.00
H -24.614 5.363 -3.883 0.00
H -24.520 4.003 -4.995 0.00
H -20.520 0.849 -2.556 0.00
H -21.993 0.975 -3.480 0.00
H -21.786 2.119 -2.143 0.00
O -30.978 4.275 -4.128 0.00
S -29.706 4.043 -3.441 0.00
O -29.453 2.699 -3.006 -0.01
O -28.461 4.455 -4.449 0.00
C -28.647 5.361 -5.527 0.00
C -29.337 4.672 -6.657 0.00
C -29.579 5.347 -2.026 0.00
H -27.747 5.721 -6.026 0.00
H -29.274 6.160 -5.130 0.00
H -28.892 3.686 -6.791 0.00
H -29.350 5.278 -7.563 0.00
H -30.370 4.591 -6.320 0.00
H -30.518 5.279 -1.477 0.00
H -29.552 6.349 -2.453 0.00
H -28.783 5.059 -1.338 0.00
O -19.603 7.513 1.074 0.00
S -21.033 7.525 1.339 0.00
O -21.713 8.727 1.925 0.00
O -21.663 7.119 -0.232 0.00
C -22.731 7.865 -0.793 0.00
C -23.963 7.561 -0.003 0.00
C -21.568 6.024 2.235 0.00
H -22.808 7.582 -1.843 0.00
H -22.526 8.936 -0.808 0.00
H -23.994 8.198 0.880 0.00
H -23.960 6.526 0.341 0.00
H -24.862 7.451 -0.609 0.00
H -22.594 5.907 1.885 0.00
H -21.347 6.265 3.274 0.00
H -20.887 5.255 1.869 0.00
O -30.630 -1.400 -1.247 0.01
S -31.087 -2.814 -1.145 0.00
O -30.593 -3.833 -2.085 0.00
O -30.733 -3.203 0.468 0.00
C -31.459 -4.371 1.065 0.00
C -31.511 -4.220 2.575 0.00
C -32.944 -2.770 -1.237 0.00
H -30.936 -5.308 0.874 0.00
H -32.455 -4.564 0.666 0.00
H -31.881 -3.226 2.825 0.00
H -30.491 -4.336 2.941 0.00
H -32.130 -4.951 3.095 0.00
H -33.248 -1.974 -0.557 0.00
H -33.438 -3.732 -1.098 0.00
H -33.224 -2.261 -2.160 0.00
O -23.956 -6.530 2.823 0.00
S -23.308 -5.545 3.663 0.00
O -22.275 -5.899 4.620 0.00
O -22.441 -4.540 2.690 0.00
C -22.940 -3.907 1.516 0.00
C -23.509 -2.518 1.849 0.00
C -24.542 -4.292 4.288 0.00
H -23.704 -4.507 1.022 0.00
H -22.113 -3.758 0.822 0.00
H -24.554 -2.424 2.142 0.00
H -23.411 -1.701 1.135 0.00
H -23.013 -2.015 2.679 0.00
H -24.143 -3.485 4.903 0.00
H -25.234 -4.973 4.784 0.00
H -25.136 -3.843 3.492 0.00
O -26.287 -6.651 -5.609 0.00
S -27.302 -5.628 -5.652 0.00
O -28.651 -5.828 -6.358 0.00
O -27.599 -5.099 -4.085 0.00
C -28.373 -6.067 -3.336 0.00
C -28.008 -6.155 -1.783 0.00
C -26.346 -4.154 -6.322 0.00
H -28.589 -7.028 -3.803 0.00
H -29.321 -5.529 -3.337 0.00
H -27.565 -7.151 -1.798 0.00
H -28.948 -6.255 -1.242 0.00
H -27.230 -5.434 -1.533 0.00
H -25.487 -4.515 -6.888 0.00
H -26.019 -3.525 -5.494 0.00
H -26.918 -3.604 -7.070 0.00
O -29.547 -0.573 -3.623 0.00
S -30.352 -1.283 -4.685 0.00
O -31.719 -1.793 -4.433 0.00
O -30.499 -0.300 -6.038 0.00
C -31.327 0.922 -5.920 0.00
C -31.548 1.545 -7.321 0.00
C -29.408 -2.684 -5.488 0.00
H -30.774 1.538 -5.211 0.00
H -32.287 0.677 -5.465 0.00
H -30.618 1.563 -7.890 0.00
H -31.850 2.585 -7.197 0.00
H -32.255 0.875 -7.809 0.00
H -29.599 -3.544 -4.847 0.00
H -28.354 -2.461 -5.324 0.00
H -29.616 -2.810 -6.551 0.00
O -23.384 8.829 4.333 0.00
S -24.010 7.905 5.235 0.00
O -25.395 8.047 5.625 0.00
O -23.792 6.350 4.687 0.00
C -24.246 5.141 5.332 0.00
C -24.704 4.188 4.199 0.00
C -23.007 7.717 6.789 0.00
H -25.052 5.463 5.992 0.00
H -23.587 4.706 6.084 0.00
H -25.081 3.246 4.596 0.00
H -23.808 3.923 3.637 0.00
H -25.328 4.603 3.408 0.00
H -23.220 8.565 7.441 0.00
H -21.986 7.713 6.410 0.00
H -23.265 6.801 7.321 0.00
O -19.040 0.028 2.119 0.00
S -18.406 -1.193 1.545 0.00
O -17.109 -1.092 1.057 0.00
O -18.523 -2.463 2.680 0.00
C -19.577 -2.331 3.612 0.00
C -19.083 -2.338 5.014 0.00
C -19.481 -2.027 0.189 0.00
H -20.162 -3.234 3.440 0.00
H -20.111 -1.420 3.339 0.00
H -18.759 -1.310 5.178 0.00
H -18.203 -2.979 5.071 0.00
H -19.886 -2.573 5.713 0.00
H -19.321 -3.104 0.147 0.00
H -19.373 -1.497 -0.757 0.00
H -20.543 -1.893 0.396 0.00
O -27.639 1.336 -8.469 0.00
S -26.948 0.698 -7.369 0.00
O -27.134 -0.790 -7.071 0.00
O -25.343 0.806 -7.511 0.00
C -24.473 0.327 -6.522 0.00
C -23.114 -0.087 -7.151 0.00
C -27.295 1.634 -5.745 0.00
H -24.815 -0.601 -6.065 0.00
H -24.406 1.040 -5.700 0.00
H -23.014 -1.169 -7.059 0.00
H -22.259 0.306 -6.602 0.00
H -22.984 -0.016 -8.231 0.00
H -28.145 1.129 -5.286 0.00
H -27.287 2.720 -5.834 0.00
H -26.341 1.596 -5.220 0.00
O -28.051 -6.643 4.891 0.00
S -28.464 -6.816 3.537 0.00
O -28.409 -5.723 2.571 0.00
O -27.511 -8.013 2.950 0.00
C -27.681 -8.226 1.521 0.00
C -26.453 -7.673 0.945 0.00
C -30.065 -7.588 3.569 0.00
H -28.609 -7.865 1.077 0.00
H -27.797 -9.266 1.217 0.00
H -25.555 -7.799 1.550 0.00
H -26.548 -6.599 0.786 0.00
H -26.082 -7.996 -0.028 0.00
H -30.174 -8.004 4.570 0.00
H -30.120 -8.342 2.784 0.00
H -30.834 -6.816 3.533 0.00
O -30.985 -0.801 1.952 0.00
S -29.661 -0.135 1.844 0.00
O -29.150 0.487 0.616 0.00
O -29.646 1.001 3.005 0.00
C -28.712 1.969 2.926 0.00
C -29.231 3.273 3.383 0.00
C -28.392 -1.237 2.652 0.00
H -28.278 2.193 1.951 0.00
H -27.865 1.679 3.548 0.00
H -29.521 3.143 4.425 0.00
H -30.074 3.642 2.798 0.00
H -28.403 3.982 3.376 0.00
H -27.381 -0.829 2.653 0.00
H -28.331 -2.221 2.188 0.00
H -28.687 -1.235 3.701 0.00
```

Summary:
Molar mass = 2510.4 g/mol
Multiplicity = 2
E_tot = -16707.233942 Ha
Gap between HOMO and LUMO (spin up / spin down) = 8.968 / 6.161 eV
<S²> = 0.75
Max |F| = 11.629 eV/A

***

Below is ClIZn as an isolated structure, with properties calculated with ωB97M-V/def2-TZVPD.

Structure (XYZ):
```
3
Properties=species:S:1:pos:R:3:nbo_charge:R:1
Zn -0.005 0.667 0.536 1.34
I 2.202 -0.660 -0.573 0.25
Cl -2.197 -0.007 0.038 -0.59
```

Summary:
Molar mass = 227.7 g/mol
Total charge = +1
Multiplicity = 2
E_tot = -2536.893770 Ha
Gap between HOMO and LUMO (spin up / spin down) = 7.760 / 5.751 eV
<S²> = 0.75
Max |F| = 2.821 eV/A